Entry 1:
A 2-piece molecular cluster, C4H10O2 overall in a non-equilibrium geometry, computed with ωB97M-V with the def2-TZVPD basis set.

Calculated total energy in eV: -8403.626
Kohn-Sham gap in eV: 10.73
ΔE to the lowest compared entry with this formula, charge and spin in eV: 1.921
SMILES string: CC=O.CCO

Positions of all 16 atoms, in Å:
C (0.46634, -0.05054, 2.80740)
C (-0.22019, 0.98574, 1.94989)
O (0.45349, 1.88223, 1.44687)
H (0.14267, -1.04646, 2.48589)
H (1.58952, -0.07723, 2.75685)
H (0.12342, 0.08719, 3.84990)
H (-1.30601, 0.98335, 1.81145)
C (-0.81748, -0.49636, -2.44155)
C (0.12130, 0.18441, -1.46323)
O (1.25270, -0.60483, -1.05839)
H (-0.41142, -0.93530, -3.46508)
H (-1.73641, 0.23341, -2.65214)
H (-1.15695, -1.44017, -1.92109)
H (0.43019, 1.24129, -1.74918)
H (-0.40087, 0.26501, -0.56986)
H (1.46968, -1.21175, -1.78772)

Forces on the atoms, in the same order (eV/Å):
0.033 -0.712 0.146
2.882 1.597 -0.318
-1.446 -1.063 0.426
-0.174 0.017 0.163
-1.226 0.634 -0.088
0.205 -0.139 -0.352
-0.250 -0.291 0.080
-1.314 -0.774 -1.448
1.428 0.665 -1.338
-0.087 -0.327 -1.007
-0.425 1.485 1.948
1.921 -1.791 0.347
-0.150 1.043 -0.513
-0.172 -1.324 0.028
-1.240 0.554 1.532
0.014 0.425 0.395



Entry 2:
C13H31F6HgNO12S7 as an isolated structure in a non-equilibrium geometry, computed with ωB97M-V with the def2-TZVPD basis set.

Calculated total energy in eV: -136362.537
Kohn-Sham gap in eV: 8.29

Positions of all 71 atoms, in Å:
Hg (-30.64212, 19.73561, 6.57283)
O (-28.90630, 23.07178, 8.27679)
C (-29.34611, 21.91524, 7.79812)
O (-29.94531, 21.96133, 6.73869)
O (-29.13313, 20.85791, 8.37605)
H (-29.25518, 23.58167, 7.54202)
C (-30.24894, 22.19253, 3.19677)
F (-29.30627, 22.43716, 4.10712)
F (-31.30326, 22.92745, 3.58907)
F (-29.87339, 22.31110, 1.88921)
S (-30.92547, 20.34225, 3.34795)
O (-32.23772, 20.36393, 3.97037)
O (-30.92027, 19.85204, 1.95713)
N (-29.79558, 19.63759, 4.44573)
S (-28.59761, 19.12201, 3.69831)
O (-28.34097, 19.91575, 2.47524)
O (-27.45821, 18.92605, 4.60093)
C (-29.09672, 17.27646, 3.11548)
F (-29.42522, 16.59005, 4.25135)
F (-30.15586, 17.32441, 2.38130)
F (-28.04910, 16.67918, 2.60149)
C (-34.54566, 18.77309, 5.18468)
S (-33.30062, 17.47374, 5.79224)
O (-31.95286, 18.23994, 5.87180)
C (-33.87253, 17.31611, 7.48833)
H (-34.43211, 19.61326, 5.86974)
H (-35.57461, 18.42405, 5.27150)
H (-34.34529, 18.92739, 4.12442)
H (-34.95734, 17.21130, 7.47105)
H (-33.75772, 18.32334, 7.88883)
H (-33.39085, 16.52671, 8.06534)
C (-26.77417, 17.56157, 7.97637)
S (-28.51398, 16.98179, 7.78053)
O (-29.24006, 17.97062, 6.88016)
C (-27.95151, 15.50932, 6.79021)
H (-26.35294, 18.07346, 7.11113)
H (-26.12265, 16.74734, 8.29363)
H (-26.80756, 18.20289, 8.85710)
H (-27.59202, 15.75035, 5.78982)
H (-28.89321, 14.96344, 6.73263)
H (-27.22515, 14.86905, 7.29075)
C (-30.07052, 18.77331, 10.93994)
S (-31.65749, 18.66885, 9.98250)
O (-31.27099, 18.65326, 8.50522)
C (-31.96938, 16.96034, 10.57077)
H (-29.34590, 17.97071, 10.80262)
H (-30.40181, 18.78153, 11.97834)
H (-29.55820, 19.72485, 10.79778)
H (-32.13620, 16.97447, 11.64784)
H (-31.16723, 16.28284, 10.27809)
H (-32.97552, 16.62307, 10.32172)
C (-26.24650, 22.11107, 5.36174)
S (-24.47728, 22.16298, 5.85080)
O (-23.88681, 21.10226, 4.90592)
C (-24.20524, 23.77202, 5.00863)
H (-26.50811, 22.16689, 4.30507)
H (-26.87589, 22.76364, 5.96682)
H (-26.47824, 21.06115, 5.54081)
H (-24.36215, 23.62874, 3.93954)
H (-23.16815, 24.09968, 4.93667)
H (-24.81845, 24.63309, 5.27441)
C (-32.95096, 23.52430, 6.59318)
S (-33.47266, 22.09367, 7.65939)
O (-32.60386, 20.87258, 7.31379)
C (-32.86935, 22.91356, 9.23897)
H (-33.57158, 24.39282, 6.81362)
H (-33.12243, 23.25671, 5.55054)
H (-31.86708, 23.63964, 6.59421)
H (-31.84854, 23.28890, 9.31074)
H (-32.92256, 22.25071, 10.10262)
H (-33.49882, 23.80168, 9.29490)

Forces on the atoms, in the same order (eV/Å):
1.202 1.983 0.634
0.208 1.039 0.361
1.093 -2.205 1.645
-2.257 1.010 -3.661
0.561 -1.183 1.788
0.283 1.394 0.028
-0.639 -2.275 0.439
0.188 -0.001 -1.514
0.358 0.493 -1.295
-0.531 0.982 2.510
-0.189 -0.389 -2.133
1.325 0.458 0.316
-0.023 0.704 2.740
-4.709 1.992 -0.542
5.827 -1.483 -2.962
-0.169 -1.565 1.911
-1.657 -0.110 -0.942
0.827 2.133 3.253
0.128 0.190 -0.489
-0.496 -0.520 -1.329
-0.007 -0.259 -0.901
0.322 -1.154 0.826
1.078 1.774 -0.504
-3.102 -2.769 -0.932
-0.910 1.068 -0.157
0.362 0.236 -0.488
0.078 -0.462 0.135
0.384 0.363 0.358
-0.067 -0.594 -0.180
0.557 -0.113 0.383
0.121 0.236 -0.360
-0.400 0.372 1.155
1.518 0.588 -1.439
1.669 -2.168 0.767
-1.451 0.060 -0.043
-0.457 -0.050 -0.125
-0.246 -0.327 -0.295
0.077 0.518 -0.280
-0.131 0.400 0.170
0.130 -0.330 -0.460
-0.044 0.425 0.421
-0.530 0.626 0.470
2.025 -0.202 -0.722
-1.036 -1.040 2.756
-0.785 0.193 0.184
-0.422 -0.221 -0.420
-0.022 -0.183 0.147
-0.285 0.052 -0.579
0.840 0.380 0.286
-0.182 0.047 -0.055
0.188 -0.042 -0.995
-0.142 -0.929 0.693
-0.496 -0.551 -3.124
-0.272 1.572 1.669
0.739 0.392 -1.209
0.819 0.664 -0.188
0.086 -0.029 0.075
-0.257 -0.040 0.538
-0.619 -0.584 -0.038
0.269 -0.224 0.984
-0.163 -0.347 0.617
-0.052 -1.068 -0.584
2.189 0.156 0.110
-1.803 1.745 0.700
0.097 -0.174 -0.375
0.304 0.000 0.298
-0.473 -0.330 0.038
-0.031 0.218 0.719
0.286 -0.220 -0.990
-0.758 -0.106 -0.190
-0.323 -0.216 0.378



Entry 3:
One molecule with the formula C3H9N5 in a non-equilibrium geometry, computed with ωB97M-V with the def2-TZVPD basis set.

Calculated total energy in eV: -10700.933
Kohn-Sham gap (alpha / beta) in eV: 8.24 / 8.24
ΔE to the lowest compared entry with this formula, charge and spin in eV: 7.115

Positions of all 17 atoms, in Å:
C (-1.53858, -0.63527, -1.42039)
N (-1.16743, 0.14046, -0.24615)
N (-0.94150, -0.70202, 0.83457)
C (0.77084, 0.60236, -0.06568)
N (1.52721, -0.24506, -0.84843)
C (0.92965, 1.91239, 0.11711)
N (0.26231, -0.45817, 1.30774)
N (0.69633, -0.49881, 2.48215)
H (-1.68505, -0.99109, 1.46787)
H (2.08035, 0.22477, -1.54914)
H (2.02630, -0.98146, -0.36826)
H (-0.04187, -0.79042, 3.13691)
H (-1.75623, 0.07185, -2.22057)
H (-2.43410, -1.24657, -1.24528)
H (-0.73464, -1.30907, -1.74967)
H (0.17673, 2.51018, 0.60479)
H (1.82967, 2.39595, -0.23758)

Forces on the atoms, in the same order (eV/Å):
0.284 -0.039 -0.046
1.091 0.550 0.338
0.186 -0.728 0.651
-0.836 0.294 -1.253
0.020 -0.110 0.046
-0.124 -0.136 -0.004
-0.289 0.049 0.742
-0.361 -0.245 -0.577
0.109 0.169 -0.084
-0.054 0.016 0.058
-0.076 0.108 0.027
-0.018 0.019 -0.064
-0.027 -0.042 0.015
0.062 0.146 0.074
0.007 0.047 0.018
-0.089 0.005 -0.106
0.115 -0.102 0.163



Entry 4:
A 8-piece molecular cluster, C10H36O10 overall in a non-equilibrium geometry, computed with ωB97M-V with the def2-TZVPD basis set.

Calculated total energy in eV: -31423.070
Kohn-Sham gap in eV: 10.15
ΔE to the lowest compared entry with this formula, charge and spin in eV: 2.207
SMILES string: OCCO.OCCO.CO.CO.CO.CO.CO.CO

Positions of all 56 atoms, in Å:
O (-22.28074, 23.17021, 1.62042)
C (-22.33167, 23.41999, 2.98045)
C (-22.12023, 22.15404, 3.77307)
O (-23.40209, 21.53972, 3.83330)
H (-22.38773, 24.01057, 1.16880)
H (-21.48294, 24.09076, 3.11407)
H (-23.23993, 23.98356, 3.19385)
H (-21.81648, 22.43509, 4.78146)
H (-21.32054, 21.51744, 3.39448)
H (-23.65098, 21.39265, 2.91785)
O (-23.69064, 19.42424, -0.09505)
C (-22.99651, 18.57609, -0.97746)
C (-21.48825, 18.78625, -0.72395)
O (-20.88846, 19.97334, -1.04768)
H (-24.02599, 20.07924, -0.71159)
H (-23.23426, 17.51756, -0.87216)
H (-23.34941, 18.93685, -1.94359)
H (-21.00885, 18.06895, -1.39011)
H (-21.22350, 18.59764, 0.31646)
H (-21.27492, 20.66244, -0.50236)
C (-27.34257, 16.90852, -5.17048)
O (-27.08403, 15.71933, -5.92646)
H (-26.86244, 17.79328, -5.58856)
H (-28.36700, 17.27174, -5.25242)
H (-27.08304, 16.64858, -4.14423)
H (-27.17872, 15.93120, -6.85799)
C (-17.69464, 19.16549, -5.32008)
O (-18.86741, 19.89603, -5.06373)
H (-16.81145, 19.60634, -4.85777)
H (-17.97323, 18.14539, -5.05571)
H (-17.63052, 19.13972, -6.40788)
H (-19.05771, 19.98846, -4.12734)
C (-27.78929, 22.82684, -3.41154)
O (-26.61114, 22.04124, -3.63737)
H (-28.29644, 22.47178, -2.51441)
H (-27.63480, 23.90552, -3.38574)
H (-28.47648, 22.73315, -4.25244)
H (-26.30853, 22.25326, -4.52342)
C (-22.37440, 13.27751, -3.22573)
O (-21.67602, 13.17099, -1.96977)
H (-22.08167, 12.47414, -3.90176)
H (-23.46137, 13.31690, -3.15475)
H (-22.06454, 14.24876, -3.61143)
H (-20.75979, 13.09005, -2.24463)
C (-27.96297, 23.96945, 2.61715)
O (-28.44837, 24.98070, 1.76125)
H (-28.72875, 23.20303, 2.73655)
H (-27.13434, 23.41123, 2.18144)
H (-27.65602, 24.35521, 3.58929)
H (-29.20874, 24.72149, 1.23565)
C (-16.54522, 18.53588, 3.24613)
O (-17.07755, 17.82269, 4.35036)
H (-16.72455, 18.05241, 2.28581)
H (-16.88852, 19.56989, 3.27858)
H (-15.45679, 18.50433, 3.29534)
H (-17.67503, 18.37712, 4.85751)

Forces on the atoms, in the same order (eV/Å):
-0.478 -1.028 -2.041
1.932 1.332 0.339
-1.240 1.002 0.303
0.429 -0.777 0.313
-0.037 -0.103 -0.187
0.180 0.313 0.937
-0.184 -0.415 0.727
-0.273 -0.095 0.153
-0.117 -0.058 -0.453
-0.210 -0.228 -0.159
-0.846 0.417 0.502
1.150 1.008 0.011
-0.303 -2.196 -0.631
-0.062 1.954 -0.799
-0.416 0.386 0.721
-0.135 0.015 0.291
0.781 -0.683 -0.690
0.301 -0.416 0.299
-0.457 -0.711 0.195
-0.014 0.283 0.113
-0.311 -0.063 -0.628
-0.148 0.470 0.112
1.056 -0.155 0.353
-0.597 -0.717 0.362
0.027 0.526 -0.129
-0.018 -0.058 -0.061
-1.183 -0.528 -0.392
-0.732 1.205 -0.115
0.094 -0.381 0.019
1.085 -0.369 0.414
0.469 0.248 0.018
0.234 -0.170 0.094
-0.246 -0.169 -0.705
-0.438 0.494 0.278
0.269 0.081 -0.024
0.546 0.063 0.535
-0.254 -0.434 -0.052
0.142 -0.050 -0.019
0.679 0.786 0.122
-0.713 -0.439 -0.324
-0.103 0.003 -0.089
0.153 -0.291 0.631
-0.172 -0.029 -0.685
0.149 -0.018 0.342
-0.580 -1.066 -0.435
0.395 0.904 -0.016
-0.143 0.002 0.495
0.366 0.295 -0.158
-0.174 0.234 -0.160
0.149 -0.376 0.275
0.531 0.064 0.262
-0.087 -0.408 -0.045
-0.783 0.014 0.043
0.101 -0.007 -0.428
0.165 0.316 0.362
0.070 0.021 -0.197



Which of these has the lowest calculated total energy? C13H31F6HgNO12S7



Among the records above, which one has the lowest calculated total energy? C13H31F6HgNO12S7